C5H9N | wB97M-V/def2-TZVPD

Calculated values
Charge ... 0
SMILES string ... C=C/C(N)=C/C
HOMO level ... -7.3 eV
Frontier orbital gap ... 7.7794 eV

Cartesian coordinates (Å):
C (-0.002, -2.378, -0.319)
C (-0.143, -1.654, 0.732)
C (-0.247, -0.173, 0.462)
N (-1.402, 0.476, 1.017)
C (0.677, 0.469, -0.381)
C (0.718, 2.052, -0.788)
H (0.925, -2.252, -0.818)
H (-0.577, -3.194, -0.722)
H (-0.351, -1.864, 1.838)
H (-1.248, 1.453, 1.298)
H (-2.029, -0.195, 1.349)
H (1.528, 0.021, -1.009)
H (1.751, 2.128, -1.242)
H (-0.149, 2.345, -1.502)
H (0.549, 2.766, 0.085)

C5H9N | wB97M-V/def2-TZVPD

Calculated values
Charge ... 0
SMILES string ... C=C1CCNC1
HOMO level ... -9.1 eV
Frontier orbital gap ... 10.1572 eV

Cartesian coordinates (Å):
C (-0.130, 0.628, -2.026)
C (-0.001, 0.304, -0.745)
C (-1.103, 0.258, 0.290)
C (-0.365, -0.270, 1.550)
N (0.816, -0.985, 1.054)
C (1.261, -0.156, -0.048)
H (-1.099, 0.987, -2.398)
H (0.676, 0.677, -2.760)
H (-1.598, 1.256, 0.418)
H (-1.902, -0.495, 0.084)
H (-0.036, 0.588, 2.150)
H (-0.933, -0.980, 2.185)
H (0.589, -1.905, 0.623)
H (1.830, 0.723, 0.329)
H (1.994, -0.631, -0.706)